Entry from the Open Molecules 2025 dataset: a molecular structure, C19H16BrNO3PRuSbSe4 (the ωB97M-V functional and the def2-TZVPD basis).

Output
Multiplicity: 6
Frontier orbital gap (spin up / spin down) (Eh): 0.25884 / 0.21428
ΔE to the lowest compared entry with this formula, charge and spin (kJ/mol): 19.4
Charge: -1

Positions of all 47 atoms, in Å:
P1 -0.96 0.68 0.47
O1 -4.45 -0.64 0.71
H1 -4.03 4.45 -0.56
C1 -3.25 -0.75 0.61
H2 -3.26 4.63 -2.90
O2 3.88 -4.13 -1.65
H3 -2.87 0.82 2.06
C2 0.73 0.90 2.66
Se1 -1.37 -5.55 2.10
Ru1 -0.59 -1.54 -0.59
C3 1.50 3.51 2.12
H4 2.10 0.99 4.30
Se2 1.75 -6.32 -0.40
H5 0.14 3.42 0.47
H6 -1.52 3.09 -3.76
C4 -2.83 3.89 -2.25
Se3 0.94 -2.43 1.19
C5 -1.72 1.96 -0.56
C6 -1.31 2.06 -1.89
C7 1.66 1.53 3.47
C8 -3.26 3.78 -0.93
C9 2.15 -1.02 -1.97
C10 1.75 -3.61 -2.61
C11 -2.71 2.83 -0.09
H7 3.42 -4.96 -1.37
H8 0.47 -0.13 2.86
C12 0.57 2.89 1.31
C13 -1.85 3.02 -2.73
C14 2.96 -3.24 -2.01
H9 -0.56 1.37 -2.27
H10 1.55 -4.64 -2.85
Se4 1.81 -5.31 3.67
H11 -1.86 -0.63 2.23
N1 0.95 -1.35 -2.43
H12 2.78 3.33 3.83
Br1 2.38 0.80 -1.46
O3 -2.63 -1.52 -0.25
H13 4.12 -1.56 -1.33
C15 3.20 -1.89 -1.77
H14 1.80 4.53 1.91
H15 -0.17 -2.89 -3.23
Sb1 0.96 -4.95 1.44
C16 0.79 -2.65 -2.80
C17 2.05 2.84 3.20
H16 -3.05 2.76 0.93
C18 0.17 1.58 1.58
C19 -2.32 0.06 1.52

Okay, here come the natural (NBO) numbers, in e, for every atom: 0.869, -0.621, 0.213, 0.791, 0.210, -0.689, 0.240, -0.224, -0.369, 1.013, -0.218, 0.219, -0.777, 0.218, 0.213, -0.203, -0.727, -0.272, -0.221, -0.191, -0.215, 0.183, -0.312, -0.203, 0.519, 0.242, -0.226, -0.204, 0.408, 0.233, 0.260, -0.603, 0.275, -0.582, 0.210, 0.060, -0.792, 0.248, -0.327, 0.209, 0.213, 1.011, 0.015, -0.211, 0.216, -0.262, -0.842



Entry from the Open Molecules 2025 dataset: a single C6H11N molecule at a distorted geometry (the ωB97M-V functional and the def2-TZVPD basis).

Output
Structure (SMILES): C/C=C/C=C/NC
Multiplicity: 1
Frontier orbital gap (Eh): 0.32216
ΔE to the lowest compared entry with this formula, charge and spin (kJ/mol): 222.1
Charge: 0

Positions of all 18 atoms, in Å:
H1 2.75 -1.17 0.06
H2 3.47 1.21 -0.66
C1 -3.67 0.32 -0.14
H3 -4.34 0.21 0.71
H4 -2.22 -0.25 1.36
C2 -1.31 -0.45 -0.56
H5 0.28 -1.85 -0.34
H6 -1.50 -0.29 -1.63
H7 4.25 0.28 0.74
C3 3.42 0.85 0.37
C4 0.09 -0.79 -0.16
N1 2.37 -0.28 0.32
C5 1.10 0.10 -0.09
H8 0.97 1.18 -0.01
C6 -2.28 -0.15 0.27
H9 2.97 1.61 0.99
H10 -3.97 -0.16 -1.09
H11 -3.53 1.35 -0.48

Okay, here come the natural (NBO) numbers, in e, for every atom: 0.375, 0.184, -0.655, 0.216, 0.191, -0.227, 0.196, 0.186, 0.210, -0.411, -0.324, -0.613, 0.012, 0.187, -0.161, 0.199, 0.215, 0.218